{"formula": "C50H42N7O4SbY", "method": "wB97M-V/def2-TZVPD", "symbols": ["Sb", "Y", "O", "O", "O", "O", "N", "N", "N", "N", "N", "N", "N", "C", "C", "C", "C", "C", "C", "C", "C", "C", "C", "C", "C", "C", "C", "C", "C", "C", "C", "C", "C", "C", "C", "C", "C", "C", "C", "C", "C", "C", "C", "C", "C", "C", "C", "C", "C", "C", "C", "C", "C", "C", "C", "C", "C", "C", "C", "C", "C", "C", "C", "H", "H", "H", "H", "H", "H", "H", "H", "H", "H", "H", "H", "H", "H", "H", "H", "H", "H", "H", "H", "H", "H", "H", "H", "H", "H", "H", "H", "H", "H", "H", "H", "H", "H", "H", "H", "H", "H", "H", "H", "H", "H"], "positions_angstrom": [[0.309, 2.814, 1.355], [-0.236, -0.242, 0.160], [-7.259, -1.145, -0.833], [-3.305, 2.141, -1.479], [-6.778, -3.342, -1.048], [-1.578, 1.332, -0.317], [0.888, 0.865, -1.779], [-3.931, -1.011, 2.603], [2.293, -1.248, -0.278], [1.213, -0.626, 2.274], [-1.806, -0.802, 1.995], [0.186, -1.848, -2.039], [-2.334, -1.138, -0.687], [2.913, -0.026, -0.841], [1.797, 5.339, 2.295], [1.146, 4.985, -2.308], [-6.529, -2.134, -0.971], [-0.755, -1.972, -2.992], [-2.030, -2.112, 2.413], [1.283, -2.589, -2.170], [2.572, 6.138, 3.123], [-0.667, -2.863, -4.041], [3.403, -0.631, 3.238], [-3.372, -2.263, 2.772], [2.752, 0.715, -3.258], [1.512, 4.023, 2.644], [1.441, -3.537, -3.177], [-0.764, 5.204, -0.304], [-2.743, -2.409, -0.637], [-2.727, 1.215, -0.962], [-3.913, -3.486, 3.148], [2.805, 4.322, 4.666], [0.678, 1.614, -4.033], [0.446, -3.687, -4.119], [2.164, 0.531, -2.021], [-3.943, 3.259, 2.501], [-3.047, -4.559, 3.169], [2.429, -2.379, -1.216], [-1.164, -3.204, 2.452], [2.526, -0.869, 2.190], [-3.925, 2.995, 3.863], [1.532, 0.006, 4.564], [2.034, 3.525, 3.834], [-2.762, 3.266, 1.771], [1.138, 4.089, -1.248], [-1.534, 2.780, 3.769], [0.187, 5.983, -2.371], [3.011, -1.586, 0.963], [-1.544, 3.016, 2.397], [-4.584, -0.477, -1.152], [-3.247, -0.194, -0.977], [0.736, -0.196, 3.454], [-2.715, 2.759, 4.499], [0.179, 4.183, -0.243], [-0.763, 6.094, -1.368], [-5.023, -1.790, -1.001], [3.075, 5.634, 4.311], [2.899, -0.192, 4.449], [-1.691, -4.420, 2.833], [-2.967, -0.195, 2.144], [0.170, 1.416, -2.757], [-4.065, -2.773, -0.791], [1.988, 1.257, -4.287], [-0.113, -3.104, 2.204], [0.187, 6.682, -3.196], [3.194, 3.918, 5.591], [2.862, -2.651, 1.160], [3.674, 6.260, 4.957], [3.785, 0.437, -3.413], [-0.326, -0.004, 3.490], [2.777, 7.161, 2.837], [2.562, -3.298, -0.641], [-1.050, -5.289, 2.877], [3.558, -0.008, 5.285], [-2.687, 2.577, 5.564], [2.344, -4.131, -3.220], [-1.462, -2.908, -4.770], [4.460, -0.813, 3.109], [2.927, 0.729, -0.045], [-1.613, -1.323, -2.904], [-4.902, -0.757, 2.708], [-4.397, -3.799, -0.713], [1.900, 4.904, -3.079], [0.053, 2.054, -4.795], [3.348, -2.262, -1.807], [-5.312, 0.304, -1.326], [-1.503, 6.880, -1.408], [-1.981, -3.151, -0.429], [-0.837, 1.726, -2.507], [-3.423, -5.533, 3.446], [-4.879, 3.463, 1.997], [3.958, -0.232, -1.114], [1.415, 5.760, 1.374], [1.899, 3.315, -1.210], [2.421, 1.401, -5.266], [1.850, 2.497, 4.128], [0.542, -4.415, -4.911], [-2.814, 3.449, 0.708], [-1.498, 5.322, 0.480], [-4.959, -3.599, 3.389], [-0.599, 2.626, 4.296], [4.094, -1.444, 0.845], [1.084, 0.333, 5.489], [-3.157, 0.837, 1.895], [-4.847, 2.991, 4.428]], "e_homo_ev": -9.389, "orbital_gap_ev": 6.32, "lumo_ev": -3.07, "total_charge": 1, "e_above_lowest_kcal_mol": 7.23, "e_tot_ev": -78733.3394}

{"formula": "C50H43AsCsN5O3STe", "method": "wB97M-V/def2-TZVPD", "symbols": ["Cs", "Te", "As", "S", "O", "O", "O", "N", "N", "N", "N", "N", "C", "C", "C", "C", "C", "C", "C", "C", "C", "C", "C", "C", "C", "C", "C", "C", "C", "C", "C", "C", "C", "C", "C", "C", "C", "C", "C", "C", "C", "C", "C", "C", "C", "C", "C", "C", "C", "C", "C", "C", "C", "C", "C", "C", "C", "C", "C", "C", "C", "C", "H", "H", "H", "H", "H", "H", "H", "H", "H", "H", "H", "H", "H", "H", "H", "H", "H", "H", "H", "H", "H", "H", "H", "H", "H", "H", "H", "H", "H", "H", "H", "H", "H", "H", "H", "H", "H", "H", "H", "H", "H", "H", "H"], "positions_angstrom": [[-0.847, -1.378, 1.162], [-3.576, 4.744, -1.793], [2.739, -0.038, 0.708], [-2.654, 1.323, -6.746], [-1.970, -3.704, -0.101], [1.211, -1.386, 3.196], [-2.050, -7.194, 2.236], [-0.434, 1.770, 0.908], [-3.731, 2.724, -4.796], [-0.883, -5.114, 1.380], [0.330, -4.482, 1.118], [-0.937, -0.205, -1.899], [4.192, -0.655, 3.138], [-1.907, -4.719, 0.639], [5.079, -0.432, 4.179], [-0.894, 4.120, 0.814], [-2.908, 1.752, -5.159], [5.187, 1.895, -2.213], [-0.346, -0.068, -3.085], [-5.432, -6.021, 0.161], [2.971, 2.814, -2.353], [4.043, -4.245, -1.032], [0.081, 1.953, 2.127], [5.740, 1.649, 3.183], [4.783, 1.072, -1.173], [-5.429, -7.178, 0.931], [-2.180, 0.249, -1.780], [4.084, 0.265, 2.095], [0.492, -2.090, 5.347], [-4.279, -5.253, 0.096], [0.774, -2.318, 3.970], [4.666, -2.244, 0.153], [0.500, -3.638, 3.479], [4.280, 2.768, -2.805], [2.422, -2.521, -0.651], [-3.121, -5.606, 0.778], [-0.953, 0.533, -4.174], [-3.688, 6.719, -5.724], [-0.347, -4.339, 5.640], [2.570, 1.988, -1.308], [-0.053, -3.073, 6.148], [-4.290, -7.556, 1.620], [-3.289, 6.045, -4.577], [-5.466, 6.341, -3.641], [3.471, 1.113, -0.706], [2.749, -3.768, -1.166], [-0.067, -4.603, 4.308], [-5.867, 7.017, -4.785], [-2.238, 1.038, -4.031], [5.001, -3.483, -0.372], [3.372, -1.750, 0.010], [0.922, -3.900, 2.089], [-0.361, 4.312, 2.081], [-2.870, 0.882, -2.802], [-4.166, 5.841, -3.506], [-4.981, 7.211, -5.838], [-3.127, -6.783, 1.554], [4.857, 1.422, 2.134], [-0.910, 2.842, 0.277], [0.130, 3.192, 2.745], [5.858, 0.719, 4.205], [-0.300, 5.679, 2.703], [-4.171, 3.260, -5.526], [6.546, 0.894, 5.023], [1.402, -2.161, -0.734], [4.776, 2.154, 1.339], [2.255, 3.484, -2.813], [0.472, 1.070, 2.630], [-2.983, 6.852, -6.537], [-3.869, 1.259, -2.632], [5.409, -1.671, 0.698], [-4.236, -4.346, -0.495], [-0.440, 0.628, -5.121], [-6.321, -5.722, -0.381], [-0.284, -5.581, 3.897], [-1.333, 2.682, -0.711], [0.671, 6.141, 2.511], [1.874, -3.444, 1.815], [-4.269, -8.455, 2.225], [-1.344, -6.473, 2.047], [-0.788, -5.102, 6.270], [-0.263, -2.851, 7.190], [-6.170, 6.190, -2.832], [-1.068, 6.331, 2.288], [0.556, 3.277, 3.738], [6.008, -3.865, -0.251], [1.978, -4.372, -1.625], [6.210, 1.852, -2.570], [-6.321, -7.792, 0.996], [-3.754, 3.120, -3.850], [0.710, -1.103, 5.741], [6.335, 2.554, 3.198], [-2.280, 5.658, -4.507], [-1.312, 4.939, 0.240], [4.596, 3.407, -3.621], [3.549, -1.526, 3.149], [-5.296, 7.732, -6.734], [-2.642, 0.130, -0.805], [5.149, -1.154, 4.984], [1.543, 2.015, -0.961], [0.669, -0.443, -3.159], [-0.431, 5.625, 3.785], [4.302, -5.224, -1.417], [-6.883, 7.391, -4.857], [5.494, 0.388, -0.724]], "e_homo_ev": -2.595, "orbital_gap_ev": 6.09, "lumo_ev": 3.50, "total_charge": -2, "e_above_lowest_kcal_mol": 1.62, "e_tot_ev": -145659.3284}

{"formula": "C50H43BBiN11OS", "method": "wB97M-V/def2-TZVPD", "symbols": ["Bi", "S", "O", "N", "N", "N", "N", "N", "N", "N", "N", "N", "N", "N", "C", "C", "C", "C", "C", "C", "C", "C", "C", "C", "C", "C", "C", "C", "C", "C", "C", "C", "C", "C", "C", "C", "C", "C", "C", "C", "C", "C", "C", "C", "C", "C", "C", "C", "C", "C", "C", "C", "C", "C", "C", "C", "C", "C", "C", "C", "C", "C", "C", "C", "B", "H", "H", "H", "H", "H", "H", "H", "H", "H", "H", "H", "H", "H", "H", "H", "H", "H", "H", "H", "H", "H", "H", "H", "H", "H", "H", "H", "H", "H", "H", "H", "H", "H", "H", "H", "H", "H", "H", "H", "H", "H", "H", "H"], "positions_angstrom": [[0.141, 0.521, -0.460], [-3.393, -3.242, 2.425], [-2.201, -2.491, 1.953], [-0.558, 3.409, -0.257], [1.454, -0.066, 1.290], [3.207, 0.023, -2.149], [-2.689, 1.654, 1.082], [-3.021, 1.826, -1.445], [-1.560, 0.930, 1.242], [-1.972, 1.150, -1.950], [2.174, -0.514, -1.707], [1.742, 1.866, -2.548], [-1.872, 3.697, -0.170], [-0.224, -1.602, -1.122], [-1.846, -3.364, 6.147], [3.196, -1.425, 2.323], [-3.651, 1.090, -3.432], [-4.244, -3.458, 6.376], [1.537, 3.088, -3.023], [1.830, 1.346, 3.253], [2.885, 3.343, 1.647], [-4.040, 1.807, -2.320], [4.070, 2.084, -3.037], [-1.609, 0.368, 2.446], [2.765, 3.555, 3.008], [2.563, 3.875, -3.530], [-1.858, -5.233, 1.383], [-2.981, -3.441, 6.948], [0.817, -3.818, -1.038], [-2.063, 5.029, -0.160], [-1.549, -6.547, 1.058], [1.939, 1.121, 1.874], [-2.888, -3.324, -3.049], [-3.591, -7.287, 2.098], [2.754, -3.709, 2.951], [-1.633, -2.908, -2.634], [-3.890, -2.087, -1.263], [-3.027, -4.967, 2.070], [1.960, -4.579, -1.000], [-3.431, 1.557, 2.194], [-0.831, 5.643, -0.243], [-2.783, 0.739, 3.100], [-1.489, -2.090, -1.510], [-2.413, -7.572, 1.416], [-2.342, 0.699, -3.143], [3.232, -4.003, -1.127], [3.619, -2.623, 2.869], [1.020, -2.367, 1.941], [0.074, 4.574, -0.297], [2.976, 1.372, -2.569], [-3.906, -5.979, 2.426], [1.457, -3.569, 2.479], [3.852, 3.362, -3.524], [-4.027, -2.916, -2.368], [3.329, -2.652, -1.341], [2.170, -1.867, -1.397], [-3.240, -3.345, 4.210], [0.884, -2.417, -1.191], [2.241, 2.542, 3.809], [2.488, 2.134, 1.086], [-2.635, -1.683, -0.835], [-1.971, -3.314, 4.769], [1.882, -1.273, 1.852], [-4.379, -3.400, 4.995], [-2.959, 2.604, -0.115], [1.873, -5.648, -0.846], [1.413, 0.566, 3.878], [4.638, -2.713, 3.226], [-1.210, -4.407, 1.116], [-0.811, -0.280, 2.769], [5.049, 1.628, -3.018], [-0.863, -3.339, 6.599], [4.121, -4.615, -1.059], [-1.103, -3.233, 4.125], [3.310, 4.112, 1.013], [-1.664, 0.095, -3.725], [1.152, 4.600, -0.348], [-0.150, -4.285, -0.921], [-4.366, 2.088, 2.268], [2.351, 4.863, -3.914], [3.879, -0.587, 2.255], [0.770, -4.407, 2.537], [4.678, 3.950, -3.903], [-0.634, -6.768, 0.524], [-4.229, 0.875, -4.314], [-2.544, -1.060, 0.045], [-5.008, -3.234, -2.698], [3.080, 4.492, 3.447], [-0.619, 6.698, -0.248], [-3.056, 5.441, -0.089], [-2.974, -3.960, -3.922], [2.141, 2.695, 4.876], [-4.822, -5.752, 2.958], [-4.029, 3.121, 0.067], [-0.754, -3.209, -3.192], [-4.965, 2.309, -2.090], [-2.173, -8.595, 1.160], [3.087, -4.648, 3.375], [2.642, 1.961, 0.027], [-0.001, -2.265, 1.595], [-4.264, -8.088, 2.373], [-5.360, -3.389, 4.535], [-2.877, -3.476, 8.025], [-5.125, -3.502, 7.003], [-4.767, -1.749, -0.724], [0.518, 3.452, -2.977], [-3.111, 0.453, 4.083], [4.287, -2.166, -1.467]], "e_homo_ev": -7.003, "orbital_gap_ev": 6.18, "lumo_ev": -0.83, "e_above_lowest_kcal_mol": 0.00, "e_tot_ev": -88338.8866}